13 unconnected molecules or ions with the total composition C89H195N9O17 at a distorted geometry. Source: the Open Molecules 2025 dataset; level of theory: the ωB97M-V functional and the def2-TZVPD basis.

```
310
Properties=species:S:1:pos:R:3:forces:R:3:lowdin_charge:R:1
O 4.6663 -1.5233 0.9363 -1.114 -1.006 -2.064 -0.097
O 5.8954 0.2961 -2.0290 -0.207 -1.312 1.006 -0.094
O -3.2647 5.1491 -2.9787 0.069 -0.425 0.043 -0.082
O 1.5621 -1.6514 1.2276 -0.274 -0.460 0.371 -0.019
O -2.0792 -7.2575 -5.4320 0.012 -0.359 -0.223 -0.002
O 4.5061 5.7716 -3.9135 -0.563 1.570 0.008 -0.006
O 5.7517 1.1356 5.1731 0.983 -0.348 1.288 -0.050
O 6.1474 -2.5104 -3.5343 0.048 -0.454 -0.659 -0.013
O 4.3192 2.1577 -3.2707 -1.056 -1.519 -0.716 -0.088
O -6.0466 5.3358 2.9250 1.074 1.601 0.343 -0.014
O 0.4430 -3.7420 2.8591 -2.976 0.074 -2.298 -0.025
O 3.3932 4.0176 -5.5723 1.142 -0.529 0.519 -0.057
O -5.9823 3.2692 -3.0075 1.142 0.055 0.198 0.001
O 2.2462 4.6057 7.9348 -0.718 -0.467 0.533 -0.008
O -2.4540 -4.9773 3.1899 -1.312 0.595 -0.363 -0.029
O 6.2664 0.2677 2.3475 -0.326 -0.734 -0.545 -0.071
O -0.2106 5.7369 -2.7589 -0.217 -0.074 0.509 -0.053
N -3.2547 -4.2089 2.2594 0.346 0.408 -0.546 -0.071
N -1.9685 -5.8789 -5.3286 -1.404 1.378 -0.504 -0.125
N -5.9924 3.9838 3.1123 -1.215 -2.202 0.136 -0.133
N 5.0864 5.1488 -2.8337 1.582 -2.542 -0.635 -0.129
N 0.9327 4.3807 7.4258 -0.723 0.233 -1.483 -0.107
N 1.4751 -4.0201 3.6265 4.075 -0.431 2.436 -0.148
N -5.9046 2.0013 -3.5507 -1.329 -2.274 -0.991 -0.128
N 5.2316 -2.4118 -4.6086 -1.149 0.610 -2.151 -0.084
N 1.0486 -0.5866 0.5044 1.628 2.572 -0.327 -0.105
C -8.0659 4.2811 4.5536 0.115 0.446 -0.187 -0.051
C 4.4120 5.3320 -1.5483 1.531 0.371 1.633 -0.497
C -0.3397 1.5651 -0.7408 0.950 -0.679 -0.937 -0.170
C 5.4152 -4.9121 -5.0644 -0.083 0.632 0.410 -0.016
C -4.4194 0.6782 -1.8526 0.337 0.431 -0.339 -0.026
C -4.0786 -3.1695 2.8972 -0.569 0.193 0.438 -0.462
C -0.0686 5.2210 8.0901 -1.082 -0.786 1.434 -0.504
C 3.6281 -5.2393 3.9253 0.187 -0.204 2.228 -0.136
C -1.0999 5.1757 -1.8076 -0.812 -0.655 0.769 -0.248
C 0.1737 -4.7371 5.6984 -0.390 1.525 -0.630 0.004
C 7.3611 6.3757 -2.9895 -1.079 -0.206 0.763 -0.016
C -1.7411 -3.1503 -4.1263 0.225 -2.047 -0.716 -0.177
C 1.0021 0.7013 1.2985 -2.042 -0.622 -0.388 -0.432
C -5.6418 -0.6540 -4.7242 0.061 1.273 0.458 -0.199
C -5.8756 0.5786 -5.5945 0.501 0.799 1.148 -0.128
C -1.1812 -1.4710 0.0480 -0.288 0.619 -0.748 -0.018
C 4.8184 -1.4716 -6.9749 -2.081 -2.922 0.521 -0.108
C 6.5696 5.0212 -3.0755 1.926 -1.036 2.389 -0.409
C -3.2549 -5.2390 -4.9013 1.248 2.083 -2.355 -0.474
C 2.9724 4.9696 -1.5646 -1.333 0.076 -0.511 -0.051
C 0.7598 2.0249 8.2654 -0.697 -0.468 0.563 -0.038
C -0.7769 2.9047 6.4726 -0.907 -0.026 1.627 -0.122
C -0.4170 -6.0134 -3.3605 -0.185 0.142 -0.922 -0.001
C 7.0625 3.9919 -1.9277 0.568 0.836 0.062 -0.112
C 3.5852 2.5876 -5.5410 -0.536 -0.672 -1.227 -0.202
C 4.8842 -0.1542 -1.0793 1.521 0.455 -0.290 -0.203
C 0.2173 6.6602 7.8148 1.299 0.934 -0.463 -0.064
C 3.4883 -4.9903 5.4790 -0.536 0.359 -1.764 -0.144
C -2.9630 -3.6958 -4.9075 -0.104 1.104 1.507 -0.137
C -3.5006 3.4372 3.3289 -0.573 -0.612 0.264 -0.031
C -5.9301 1.1508 3.6006 -2.922 0.830 0.398 -0.179
C -7.1977 2.0431 3.9438 1.831 0.145 1.310 -0.116
C 5.0361 4.3829 -0.4778 0.384 1.102 0.693 -0.143
C 0.7576 1.8689 0.3014 -1.606 -0.213 0.037 -0.113
C 0.6471 2.9644 7.1063 0.980 0.214 -1.518 -0.481
C 3.5107 -3.4667 -6.0737 -0.626 0.686 1.236 -0.164
C 4.4736 -3.6601 -4.8570 0.578 -0.910 0.098 -0.457
C -3.7994 -5.0831 1.1783 1.899 0.348 -0.618 -0.473
C -0.2106 0.6474 2.3183 0.541 -0.435 -0.894 0.001
C -5.3720 -3.1642 0.6612 -1.112 -0.319 0.292 -0.182
C 4.9448 1.2131 4.0405 -0.788 0.839 1.084 -0.262
C -2.5172 5.7166 -1.8924 -0.676 0.009 -0.823 -0.204
C 4.5124 6.8052 -1.0285 0.187 -0.224 -0.296 -0.019
C -4.4185 -4.1863 0.0775 0.325 0.919 0.508 -0.146
C -5.7782 0.8891 -2.5405 -1.657 -0.964 -1.980 -0.440
C 4.0230 -2.8316 -7.3307 2.081 0.387 0.563 -0.160
C -1.5219 5.0035 7.5742 -0.323 -2.085 0.135 -0.131
C 0.1316 -0.9567 -0.5429 0.234 0.291 -0.501 -0.494
C 2.5538 -3.7940 5.7188 1.002 -0.428 1.535 -0.162
C -3.8295 2.0842 -5.0464 0.434 -0.265 0.577 -0.028
C -6.2645 -0.4410 -3.3273 1.277 0.353 -0.352 -0.112
C -0.5314 -3.8880 -4.7525 -0.958 -0.069 0.431 -0.127
C -0.0133 0.2700 -1.5182 -1.247 -0.288 2.196 -0.093
C -1.8964 3.5128 7.3590 0.977 1.123 -0.381 -0.179
C -0.6874 -5.4577 -4.8114 1.502 0.568 0.372 -0.460
C 0.4112 -5.8993 -5.8547 -0.099 -0.533 1.460 -0.019
C -3.8105 -5.6527 -3.5738 0.582 -0.535 0.103 -0.027
C -0.1280 4.9627 9.6406 0.994 -0.084 -0.129 -0.019
C 5.7464 1.5061 2.8190 1.101 0.540 -0.542 -0.211
C 3.5514 -3.9769 -3.6337 1.110 1.335 -0.284 -0.027
C 5.8510 -1.7418 -5.8304 0.738 1.588 -1.431 -0.454
C -4.3006 -5.3904 -6.0449 -0.616 -0.154 0.002 -0.037
C 7.1146 -2.4024 -6.4751 -1.181 0.112 0.835 -0.026
C 7.0001 4.3712 -4.4115 -1.840 0.386 -0.796 -0.039
C -5.3629 1.9609 -4.9413 -0.092 -1.740 -0.691 -0.466
C 2.3351 -5.1679 3.1599 -1.228 0.774 -0.831 -0.463
C 5.3403 -1.4117 -0.3731 0.463 0.317 1.521 -0.178
C -3.2001 -2.1172 3.6632 0.833 -0.771 -0.778 -0.022
C -5.9888 3.0563 -5.7922 -0.437 0.669 0.757 -0.049
C 2.2969 0.9620 2.0156 0.769 -1.193 0.041 -0.042
C -2.5558 -5.7534 0.4783 -0.950 -0.942 0.441 -0.025
C -4.7208 -2.3217 1.7627 0.321 -1.659 -0.170 -0.120
C 1.1975 -3.7418 5.0333 1.227 -0.443 0.403 -0.473
C 0.7474 -2.2718 5.2277 -0.981 -0.180 -0.062 -0.027
C 3.2732 1.8851 -4.2370 -0.613 1.456 0.391 -0.193
C 0.7285 -2.0644 -1.4372 -0.136 -0.245 -0.079 -0.022
C -4.8092 -6.1220 1.6377 -0.226 0.331 0.204 -0.021
C 6.1939 -0.2770 -5.3857 0.150 -1.679 0.561 -0.043
C -5.1900 -3.6894 3.8829 0.644 1.015 0.003 -0.017
C -6.7417 3.5198 4.3156 -0.722 -1.290 -0.775 -0.460
C 6.5460 4.2936 -0.4910 0.229 -1.055 -1.303 -0.170
C 2.8090 -4.8724 1.6986 -1.505 0.454 -0.227 -0.028
C -6.8375 1.0690 -1.4468 0.837 -0.366 -0.083 -0.042
C 1.7105 2.5415 5.9831 -1.169 -0.353 0.674 -0.027
C -5.9364 3.6030 5.6220 0.076 0.099 0.255 -0.025
C -5.2303 1.7330 2.3903 0.841 0.248 1.466 -0.121
C -4.7994 3.2533 2.5754 -1.784 0.167 -1.704 -0.466
C -4.6044 3.7727 1.1382 0.096 -0.076 -0.287 -0.050
C 1.5607 -6.5143 3.2353 0.818 0.943 -0.348 -0.007
H -2.6469 3.2075 2.6912 0.049 0.053 0.019 0.076
H 1.3473 -1.4845 4.7714 0.535 -0.471 -0.257 0.075
H -2.2130 5.2946 8.3653 0.116 1.042 -0.276 0.115
H -0.5982 -7.0870 -3.3084 0.137 -0.117 -0.007 0.074
H -1.3243 1.5816 -0.2735 -0.079 -0.684 0.267 0.096
H 0.5967 -3.0484 -0.9874 0.253 -0.070 0.020 0.085
H 0.3675 -3.6232 -4.1957 0.301 -0.317 -0.157 0.091
H -7.0675 2.9687 -5.6624 -0.069 0.343 -0.050 0.089
H 6.0088 -1.6542 -3.1228 0.232 0.451 0.487 0.052
H 2.8852 -4.8211 -3.8116 0.179 0.010 0.107 0.069
H 2.5611 4.9837 -0.5552 0.196 0.207 0.192 0.093
H -6.1293 -3.9881 3.4174 0.260 -0.377 -0.178 0.069
H 1.1533 6.9980 8.2597 -0.114 0.007 0.603 0.080
H 1.3599 -5.4871 -5.5110 0.019 0.275 -0.201 0.041
H 4.4649 -4.7529 5.9008 0.025 -0.107 0.004 0.104
H 2.4554 -1.6877 0.8778 0.700 -0.423 0.365 0.078
H -6.1169 4.5909 6.0457 0.051 0.027 0.201 0.082
H 0.2345 -2.0860 -2.4086 -0.566 0.029 0.101 0.060
H 3.7866 7.0583 -0.2557 -0.172 -0.346 0.052 0.079
H 4.6185 3.3786 -0.4061 -0.166 -0.158 -0.890 0.106
H -2.1388 2.9741 8.2751 0.794 -0.096 0.338 0.104
H 7.0860 -0.3385 -4.7624 -0.150 0.415 0.369 0.084
H -0.4792 2.3613 -1.4721 0.608 0.221 0.015 0.076
H 8.1444 3.9812 -1.7950 0.391 0.790 -0.527 0.108
H -0.2546 -2.0869 4.8406 -0.213 -0.211 0.006 0.059
H 2.7618 2.5034 6.2682 -0.049 0.713 0.423 0.068
H -0.6025 7.3161 8.1076 0.075 -0.058 0.051 0.092
H -0.7948 3.4563 5.5327 0.021 -0.381 -0.222 0.113
H 1.6309 -6.8511 4.2696 -0.197 -0.422 -0.185 0.070
H 3.2423 -2.6669 -8.0734 0.059 -0.080 0.051 0.108
H -5.4014 0.4031 -6.5602 0.027 0.335 -0.119 0.113
H 4.5914 2.2713 -5.8158 0.482 1.013 0.217 0.108
H 6.5369 0.5958 5.0562 -0.087 -0.268 -0.280 0.090
H 1.9770 -4.6078 1.0460 -0.536 -0.532 -0.037 0.066
H 0.2049 2.6360 0.8437 0.969 0.589 0.596 0.110
H -5.7777 3.0755 -6.8614 0.319 -0.686 0.053 0.088
H 6.3372 3.5415 -4.6567 0.229 -0.436 0.144 0.060
H -5.8235 -2.5302 -0.1018 0.349 0.240 -0.267 0.097
H -6.4454 0.2028 3.4456 0.653 -0.476 -0.637 0.093
H -4.1446 4.7583 1.0652 -0.078 0.123 0.312 0.073
H -3.5572 2.6859 4.1165 0.641 0.386 0.513 0.068
H 6.9895 2.9548 -2.2552 -1.161 -0.130 0.044 0.094
H -0.0212 2.2416 8.9943 0.361 0.413 0.443 0.073
H -3.1609 -5.3025 -2.7716 -0.236 0.099 0.160 0.059
H 3.1408 -5.9072 5.9550 -0.196 0.040 0.106 0.098
H -6.5238 1.9284 -0.8542 -0.774 0.214 0.066 0.065
H 4.2630 0.3644 3.9857 0.364 -0.449 -0.584 0.112
H 2.3146 1.9273 2.5216 0.016 0.101 -0.305 0.096
H 8.0436 4.0853 -4.5440 0.002 -0.108 0.894 0.094
H -3.7629 -6.7416 -3.5696 -0.564 -0.148 0.374 0.087
H 4.8008 -5.8087 -5.1464 0.065 -0.027 -0.490 0.080
H 1.6850 2.2395 -0.1354 -0.027 -0.031 -0.058 0.108
H -5.7342 -5.5862 1.8507 -0.178 -0.261 0.037 0.062
H -8.8126 4.0725 3.7874 0.183 0.220 -0.310 0.080
H 5.4892 7.0127 -0.5915 0.153 0.033 -0.232 0.077
H -1.0944 1.0412 1.8164 -0.107 0.277 0.279 0.053
H 3.3789 -3.9501 1.5859 0.675 -0.230 0.568 0.066
H 1.5413 3.1590 5.1010 0.209 0.035 -0.034 0.074
H 2.0911 -7.1542 2.5300 -0.196 -0.585 0.324 0.077
H 2.4143 -3.7602 6.7993 -0.441 -0.009 0.274 0.115
H 4.3500 -4.5455 3.4945 0.041 -0.058 0.129 0.112
H 0.1941 -5.6060 -6.8818 -0.169 0.201 0.222 0.090
H -1.8669 -5.1079 -0.0665 -0.231 0.432 0.261 0.069
H 3.1089 0.7885 1.3095 0.213 0.727 -0.260 0.068
H 1.5495 1.4946 5.7256 -0.486 -0.105 -0.220 0.068
H -3.9451 3.0950 0.5959 0.168 -0.190 0.031 0.072
H -1.1063 -5.5426 -2.6596 0.143 0.084 0.065 0.054
H -3.7646 -1.2550 4.0183 -0.319 -0.415 0.464 0.073
H 0.2401 6.4030 -2.2346 0.345 0.294 -0.494 0.077
H 2.7071 -2.7888 -5.7859 -0.311 -0.117 0.753 0.110
H 1.7659 2.0481 8.6843 -0.196 -0.114 0.209 0.094
H 0.4550 1.0183 7.9791 0.568 -0.236 -0.349 0.084
H -2.5335 -2.5723 4.3958 -0.565 -0.030 0.589 0.069
H -4.8243 -5.2715 -3.4509 0.033 -0.228 0.120 0.095
H -4.5216 -6.6334 2.5563 0.221 -0.056 -0.128 0.090
H 4.0709 -0.7778 -6.5902 -0.166 0.158 0.055 0.095
H 3.1199 -2.8747 5.5693 -0.016 0.092 -0.656 0.113
H 0.5247 -6.4150 2.9115 0.013 0.066 0.091 0.077
H -7.7426 1.5951 4.7747 0.305 0.070 0.585 0.106
H -4.3150 1.1413 2.3734 0.337 0.076 -0.954 0.106
H -3.4671 4.4690 3.6788 0.279 -0.140 0.263 0.096
H -6.1766 -1.4536 -5.2368 0.497 -0.494 0.195 0.109
H -1.9786 -6.3970 1.1421 0.003 0.272 0.298 0.073
H -0.4492 -0.4012 2.4963 0.198 -0.018 0.404 0.060
H 5.3025 2.1370 2.0490 -0.839 -0.513 -0.244 0.107
H 4.7295 -3.5917 -7.6640 0.288 0.345 -0.985 0.095
H 2.9681 0.8453 -4.3550 1.244 -0.399 -0.008 0.121
H -3.4216 3.0475 -4.7404 -0.430 0.420 -0.061 0.060
H -4.8526 3.5080 5.5566 -0.137 -0.129 -0.410 0.042
H 6.8227 3.4515 0.1433 0.159 -0.163 0.065 0.095
H -2.7958 5.3144 -3.7999 0.116 0.120 -0.112 0.080
H -0.9746 4.3676 9.9830 -0.192 0.202 -0.168 0.072
H -2.8876 -3.2096 -5.8801 -0.312 -0.602 -0.362 0.119
H 2.7398 4.9658 7.1943 -0.093 0.055 -0.192 0.100
H -5.2933 0.9685 4.4662 0.121 0.461 0.096 0.103
H -1.8006 -1.7303 -0.8106 -0.341 -0.568 0.169 0.076
H 5.2863 -0.0507 -4.8261 0.354 0.822 0.220 0.059
H 2.5531 0.1993 2.7509 -0.610 -0.085 0.315 0.070
H -7.8543 1.0253 -1.8372 0.096 0.772 0.018 0.091
H -0.6588 -4.7405 4.9949 -0.105 -0.718 -0.065 0.058
H 4.2848 2.0056 4.3934 -0.213 0.507 -0.979 0.112
H -5.1684 -4.7505 -5.8852 -0.092 0.150 0.689 0.073
H -4.8053 -4.4169 4.5975 -0.019 -0.285 -0.321 0.082
H 4.7356 4.8003 0.4832 -0.144 0.256 0.169 0.116
H -5.5367 3.7881 0.5736 -0.159 0.039 0.105 0.083
H 8.0700 6.5464 -3.7998 -0.345 -0.047 -0.146 0.076
H 2.7647 3.9558 -1.9070 0.095 0.020 -0.460 0.078
H 6.0688 -5.1089 -4.2145 -0.275 0.365 0.488 0.076
H 5.4858 0.9975 -2.5406 -0.311 0.398 -0.372 0.016
H -1.6238 -4.5033 3.1027 0.670 -0.064 0.011 0.046
H 3.0528 2.2145 -6.4159 -0.667 -0.455 0.308 0.122
H 5.2119 -1.0003 1.5282 0.086 0.317 0.420 0.027
H -4.5625 -0.7936 -4.6629 0.064 -0.582 -0.030 0.091
H -3.8703 -1.8681 1.2538 -0.087 0.726 0.172 0.099
H 4.1827 -4.0743 -2.7505 -0.035 -0.637 0.028 0.075
H -5.8583 1.5810 1.5124 0.234 0.206 -0.105 0.106
H 6.7742 -3.2357 -7.0898 0.440 -0.253 0.218 0.057
H -4.5397 0.3576 -0.8178 -0.054 -0.454 -0.103 0.069
H 1.7611 -1.9152 -1.7531 0.305 0.157 0.640 0.067
H -6.7482 0.1864 -0.8134 0.038 -0.056 0.221 0.072
H -0.7385 5.2565 -0.7825 0.240 0.611 0.166 0.122
H -3.3015 1.4130 -4.3690 -0.125 -0.479 -0.066 0.063
H 7.1270 5.1225 -0.0866 -0.506 0.456 -0.059 0.106
H 0.7537 4.4009 9.9490 0.133 0.007 -0.068 0.071
H -6.2349 -3.7572 0.9645 -0.265 0.210 0.730 0.098
H 5.2294 -2.2105 -1.1064 -0.330 -0.768 0.884 0.105
H -0.0169 1.1546 3.2635 -0.035 0.120 -0.082 0.074
H 0.8086 -3.0538 2.2986 -0.504 0.636 -0.673 0.064
H -7.3292 -0.5093 -3.5507 -0.272 0.702 0.666 0.112
H -0.0531 5.8997 10.1925 -0.393 0.037 0.027 0.077
H 4.5097 3.0983 -3.2927 0.224 0.890 0.246 0.045
H -1.0047 -2.3004 0.7328 -0.106 -0.197 -0.206 0.083
H 3.9802 -0.3999 -1.6367 -0.422 0.463 0.364 0.118
H -7.9788 1.9887 3.1855 0.529 0.484 -0.674 0.110
H -1.8491 -3.3764 -3.0655 0.142 -0.068 0.179 0.086
H -2.5601 6.7944 -2.0490 0.450 0.247 0.325 0.121
H 4.8041 0.5876 -0.2847 -0.705 0.374 -0.250 0.099
H -5.0349 3.4112 -2.9455 0.381 1.548 0.666 0.064
H -7.9179 5.3543 4.6742 0.108 0.069 -0.389 0.076
H -3.8429 1.5982 -1.7556 -0.097 0.387 -0.198 0.069
H -3.6265 -3.6193 -0.4118 0.343 -0.176 -0.118 0.101
H -5.3899 -1.6319 2.2771 0.009 0.301 -0.470 0.106
H -2.8576 3.4189 6.8537 0.035 0.311 -0.485 0.085
H 0.5182 -5.7347 5.9708 0.176 0.138 -0.367 0.076
H -1.2074 1.9036 6.4504 1.088 -0.581 -1.050 0.116
H 6.8417 5.0553 -5.2452 -0.184 0.353 0.052 0.082
H -2.0923 -7.5933 -4.5327 -0.008 -0.397 0.414 0.071
H -4.0080 -5.0386 -7.0342 0.855 -0.242 0.134 0.082
H 0.5811 -6.9757 -5.8308 -0.317 -0.136 -0.089 0.077
H -5.6415 4.0214 -5.4233 -0.302 0.159 0.089 0.076
H -3.1444 5.4878 -1.0307 0.419 -0.110 0.265 0.105
H -2.9800 -6.4613 -0.2338 -0.018 0.017 -0.385 0.069
H 7.7571 -2.6793 -5.6393 0.282 -0.354 -0.338 0.083
H 0.4555 6.7958 6.7598 -0.556 -0.045 -0.321 0.086
H -0.4288 -3.5335 -5.7781 0.102 0.074 -0.092 0.115
H -1.1427 4.0897 -1.8895 -0.084 -0.002 -0.702 0.090
H 0.9344 0.3500 -2.0507 -0.186 0.158 -0.263 0.112
H 2.4253 5.7221 -2.1324 -0.245 -0.303 -0.267 0.076
H 6.3605 -1.4030 0.0105 0.567 0.318 -1.206 0.122
H 6.6556 2.0686 3.0310 -0.188 0.480 0.890 0.126
H 3.0543 -4.4484 -6.2008 0.020 0.039 -0.438 0.099
H 2.4745 4.2783 -5.4738 -0.316 -0.456 -0.023 0.110
H -6.0281 -1.3000 -2.6995 0.054 -0.074 0.202 0.101
H 6.5678 7.1219 -2.9469 0.403 0.492 -0.397 0.069
H -6.2625 2.8528 6.3424 -0.209 0.029 0.068 0.087
H 3.9738 -6.2696 3.8400 0.441 0.053 -0.411 0.116
H 7.9285 6.4847 -2.0653 -0.055 -0.182 0.166 0.070
H -6.9533 0.6557 -5.7378 -0.066 0.308 -0.132 0.111
H 4.3192 7.4840 -1.8592 0.152 0.059 -0.072 0.081
H 4.0938 5.0416 -4.3812 -0.241 -0.054 -0.739 0.034
H -8.5660 4.0103 5.4835 0.403 -0.547 0.189 0.085
H 6.4044 0.4219 -6.1951 -0.238 -0.230 -0.165 0.086
H 0.6067 -5.8320 -3.0330 0.009 0.046 -0.050 0.076
H 2.9974 -3.0625 -3.4216 -0.482 -0.057 -0.191 0.061
H 7.6227 -1.7118 -7.1481 -0.023 0.189 0.208 0.083
H 2.3196 2.2640 -3.8692 -0.166 0.587 0.353 0.108
H -4.7347 -6.3821 -6.1722 0.367 -0.259 0.187 0.079
H 5.1608 -1.0702 -7.9287 0.809 0.095 0.409 0.115
H -2.4694 -1.6487 3.0040 -0.005 -0.164 -0.629 0.056
H -3.7934 -3.2404 -4.3681 -0.599 0.022 -0.417 0.099
H 3.2908 -5.7376 1.2431 0.274 0.118 0.197 0.087
H -1.7274 -0.7013 0.5932 0.077 0.093 0.011 0.061
H 6.8573 0.4423 1.6114 0.218 0.038 -0.080 0.098
H 6.1561 -4.7891 -5.8543 -0.556 -0.160 -0.469 0.059
H -4.9341 -4.7655 -0.6884 0.111 -0.288 0.087 0.117
H -0.8837 0.0217 -2.1256 0.307 0.015 -0.637 0.106
H -3.7771 -0.0001 -2.4142 -0.005 -0.243 0.108 0.067
H 0.7167 -2.0494 6.2944 -0.010 -0.112 0.121 0.083
H -6.6080 5.5077 2.1655 -0.170 -0.228 -0.170 0.107
H -1.6461 -2.0675 -4.2084 -0.083 0.021 -0.197 0.103
H -0.2907 -4.2825 6.5735 0.329 0.058 0.316 0.077
H -1.7028 5.4689 6.6053 0.034 0.488 0.197 0.116
H -4.9992 -6.8378 0.8379 -0.011 -0.097 0.081 0.085
H -3.4581 1.9019 -6.0548 -0.179 -0.060 -0.096 0.085
H -5.4459 -2.8223 4.4919 -0.181 0.102 0.137 0.067
```
Forces are in eV/Å.

As for the HOMO energy: -7.53 eV. The calculation puts the molecular weight at 1663.6 g/mol. The value obtained for the HOMO-LUMO gap is 7.49 eV. The total charge is 0. For the maximum force, the calculation gives 4.77 eV/Å.